ORCA calculation (ωB97M-V/def2-TZVPD) on a molecular structure, C31H24F5N3O5PtS4SbTe.

Each line ends with the Löwdin charge.
CARTESIAN COORDINATES (ANGSTROEM)
Pt: 0.17 0.17 -0.65  0.799
Te: -0.61 -3.09 -1.90  1.810
Sb: -3.54 0.43 -0.30  1.421
S: 0.70 0.85 -2.81  0.638
S: -1.00 -0.48 2.43  0.592
S: 1.49 2.03 -0.38  0.672
S: -1.62 1.66 -0.77  0.178
F: -2.13 -3.95 -1.21  -0.369
F: -0.12 -4.76 -2.56  -0.350
F: -1.65 -2.90 -3.44  -0.359
F: 0.81 -2.47 -2.91  -0.355
F: 0.25 -3.67 -0.35  -0.317
O: 3.19 -2.02 0.82  0.082
O: -1.12 -1.46 -1.22  -0.721
O: 1.78 -1.03 -0.58  -0.264
O: -0.70 0.05 3.73  -0.284
O: -2.24 -0.02 1.80  -0.474
N: 0.16 -0.23 1.40  -0.375
N: 2.31 3.15 -5.35  0.147
N: 3.57 4.93 -1.47  0.147
C: 1.51 -0.64 1.79  -0.181
C: -3.87 0.94 -3.31  -0.118
C: -4.37 -3.80 -0.73  -0.086
C: 2.24 -1.31 0.63  -0.619
C: -1.57 -4.40 1.74  -0.033
C: -1.39 -4.98 2.99  -0.258
C: -1.47 -6.47 3.15  -0.050
C: -4.53 -1.94 1.32  -0.114
C: -4.98 -3.23 1.52  -0.078
C: -3.94 -2.50 -0.95  -0.147
C: 2.30 3.14 -4.20  -0.244
C: -5.49 2.45 3.08  -0.076
C: -5.74 2.41 0.32  -0.117
C: -4.01 -1.58 0.09  -0.331
C: -5.84 0.52 -4.64  -0.089
C: -5.88 0.12 -2.27  -0.134
C: -6.52 0.12 -3.50  -0.088
C: -4.78 1.62 0.94  -0.307
C: -6.58 3.22 1.08  -0.085
C: -4.90 -4.16 0.50  -0.076
C: -4.55 0.54 -2.17  -0.357
C: 1.60 2.14 -2.10  -1.044
C: 2.29 3.11 -2.78  -0.366
C: -4.65 1.65 2.33  -0.104
C: -0.98 -2.78 3.91  -0.048
C: -4.51 0.93 -4.54  -0.075
C: -1.17 -2.23 2.65  -0.257
C: 3.00 4.12 -2.06  -0.247
C: -6.45 3.24 2.46  -0.089
C: -1.47 -3.03 1.57  -0.079
C: -1.09 -4.16 4.07  -0.038
H: -6.42 -0.22 -1.39  0.107
H: -5.38 2.47 4.16  0.105
H: -0.95 -4.59 5.05  0.108
H: -5.24 -5.18 0.66  0.103
H: -7.55 -0.21 -3.57  0.100
H: -3.52 -2.23 -1.91  0.090
H: -0.55 -6.95 2.81  0.085
H: 1.51 -1.31 2.64  0.123
H: -4.56 -1.22 2.13  0.096
H: -6.34 0.52 -5.60  0.100
H: -7.32 3.84 0.59  0.102
H: -4.28 -4.53 -1.53  0.114
H: -5.38 -3.52 2.49  0.104
H: -1.61 -6.75 4.20  0.071
H: -3.97 1.23 -5.43  0.106
H: -7.10 3.87 3.06  0.100
H: -2.29 -6.89 2.57  0.076
H: -1.79 -5.02 0.87  0.111
H: -0.74 -2.14 4.75  0.108
H: 2.10 0.24 2.06  0.117
H: -5.85 2.41 -0.76  0.090
H: -2.84 1.25 -3.24  0.061
H: -1.61 -2.60 0.59  0.054
H: -3.88 1.07 2.81  0.085

For the total energy, the calculation gives -4455.971713 Ha. As for the lowest unoccupied orbital energy: 1.282 eV. For the HOMO energy, the calculation gives -6.07 eV. The total charge is -1. For the gap between HOMO and LUMO, the calculation gives 7.357 eV. Its energy relative to the best compared isomer or geometry (same formula, charge and spin) is 0.0 kcal per mole.